No. 1
{"formula": "C17H28Cl5CrN5O8P", "method": "wB97M-V/def2-TZVPD", "symbols": ["C", "C", "Cl", "H", "C", "H", "H", "C", "H", "H", "N", "Cl", "C", "C", "H", "H", "Cl", "Cl", "N", "Cr", "H", "H", "O", "C", "O", "C", "C", "H", "H", "P", "H", "H", "C", "O", "H", "H", "C", "N", "O", "H", "H", "N", "C", "H", "H", "H", "O", "N", "H", "H", "C", "O", "C", "O", "C", "H", "H", "C", "H", "H", "H", "C", "Cl", "H", "O"], "xyz": [[1.36691, 2.89385, -1.33341], [2.56278, 2.35328, -2.06605], [-3.54257, 1.35141, -3.54427], [2.23021, 2.28013, -3.12254], [0.43616, 0.31562, 4.26887], [3.00595, 2.03873, 0.93561], [0.07087, -2.37720, 3.27829], [3.57061, 1.49302, 1.70072], [-3.26327, -1.69652, -2.76410], [2.82287, -0.43930, 4.56189], [0.54241, -4.45778, -2.05582], [-1.59877, 1.04915, 1.36671], [-4.51799, 3.43685, -0.21912], [-3.51723, 2.06124, -1.98468], [1.09180, -3.56191, -2.22273], [-2.89583, -0.58293, -1.65042], [-3.43408, 3.48037, 2.34393], [-5.51531, 3.76118, -2.70031], [1.50166, -0.15855, 0.82301], [0.00127, 0.17167, -0.45733], [-1.32041, -1.21375, 3.01103], [-0.61332, 0.64727, 4.38530], [-1.68901, 0.65053, -1.44217], [-3.00523, -2.54769, -0.83409], [0.80508, -0.20087, -2.11715], [-2.62458, 1.48917, -1.03868], [3.38921, 0.30500, 3.95139], [4.06129, -0.45442, -2.23789], [3.07001, 0.45000, -3.51001], [-1.21254, -2.70359, -1.21762], [-3.49996, -3.46732, -1.11497], [0.41204, 4.43205, -1.14458], [-2.69699, 1.88450, 0.28352], [3.04109, 1.13876, -1.55432], [4.27016, 0.69933, 1.26176], [2.38928, -0.09548, 0.38078], [-0.22555, -1.45101, 2.76116], [-3.44451, -1.44980, -1.76951], [-1.32075, -2.81994, -2.72398], [4.35009, -0.15456, 3.66508], [3.62361, 1.20615, 4.58238], [0.70324, -0.41536, 3.06678], [1.59486, 0.01151, 2.10957], [-0.83320, -5.23824, -0.60637], [-3.33511, -2.29260, 0.21202], [4.15997, 2.18910, 2.34063], [1.95291, -2.06238, -2.54802], [2.67769, 0.68523, 2.66846], [-0.21400, -1.63582, 1.67972], [0.32281, -4.08428, 0.05976], [-3.57920, 2.88519, 0.68971], [1.18300, 4.19225, -1.58985], [-4.37381, 3.12196, -1.58905], [-0.62638, -1.60879, -0.36160], [1.90584, -0.87287, -2.37928], [3.33929, 3.13051, -2.07806], [1.14280, 1.16513, 4.34948], [3.13448, 0.08692, -2.48529], [0.66866, -0.30515, 5.13838], [0.02566, -4.78998, -2.86820], [-4.48976, -1.29405, -1.69923], [-0.30349, -4.26525, -0.77605], [-5.63217, 4.64193, 0.33794], [1.24310, -5.20071, -1.80030], [0.65537, 2.19911, -0.60680]], "gap_ha": [0.2760, 0.3069], "s_squared": 3.7683, "e_homo_ev": [-13.28, -13.31], "mol_weight_g_mol": 690.673, "charge": 2, "multiplicity": 4}

=====

No. 2
{"formula": "C30H29FN7O4Pt", "method": "wB97M-V/def2-TZVPD", "symbols": ["C", "C", "C", "H", "H", "O", "C", "C", "C", "C", "H", "H", "O", "C", "N", "H", "H", "H", "C", "H", "H", "C", "C", "C", "C", "H", "H", "N", "H", "H", "Pt", "C", "C", "C", "O", "C", "C", "H", "C", "C", "H", "H", "C", "N", "C", "H", "H", "C", "H", "H", "N", "H", "C", "H", "O", "C", "N", "C", "H", "H", "N", "N", "H", "H", "H", "F", "H", "C", "C", "H", "C", "C"], "xyz": [[0.56492, 1.13525, 2.85860], [0.33966, -0.04407, 6.99137], [0.54490, -4.27272, -0.06534], [-0.14174, -5.10882, -0.05892], [3.17186, 0.15469, 0.14128], [1.23658, 4.33761, 1.23247], [-2.89460, -0.74457, -0.28921], [1.05301, 1.53078, 5.27926], [1.12629, 0.39567, 10.44509], [3.51618, 4.31170, 5.70056], [0.83616, 0.84389, 11.39323], [2.09903, 0.78520, 10.15466], [0.03746, 0.34155, 2.01461], [2.74966, -3.37019, 0.01062], [1.29495, -1.09834, 10.66171], [1.35886, 1.80136, 7.37237], [2.82404, -1.25315, -0.16056], [3.82366, -3.47858, 0.06216], [-1.49156, 2.57031, -0.82203], [4.01612, 4.13837, 4.75681], [-0.93412, 0.56971, 9.81228], [0.04782, -1.85472, 10.29286], [1.14891, 2.41244, 2.62744], [-2.59859, 3.40446, -0.74041], [1.16277, 3.16336, 1.35639], [-0.52780, 2.96529, -1.08063], [-1.23969, -1.97037, 8.60226], [1.65542, 2.74488, 4.94730], [-4.70042, 3.51516, -0.33494], [1.46729, 4.14528, 6.53838], [-0.06447, -0.11763, -0.19548], [3.47356, 3.17466, 6.67528], [-3.82977, 2.87842, -0.41722], [1.50663, 1.19583, 0.05281], [-3.87496, -1.41366, -0.15095], [1.65527, 3.14274, 3.68334], [-1.41229, -2.73587, -0.40342], [-2.02951, -3.20783, 0.37003], [-0.01312, -0.51158, 4.62420], [2.19886, -2.11818, -0.10898], [2.08221, 4.11874, 3.49490], [3.56866, 3.38712, 7.73145], [-0.11175, -0.86970, 5.93094], [-1.57097, 1.24824, -0.60777], [0.05016, -2.99269, -0.20656], [2.31071, -5.47018, 0.14628], [3.61247, 5.31921, 6.07814], [2.22320, 3.61356, 5.97470], [-0.75936, -1.43674, 10.88923], [-0.40607, -1.17331, 3.86536], [2.69300, 1.01002, 0.34614], [1.55165, -1.28411, 11.63184], [-3.93680, 1.50283, -0.23560], [0.41159, -2.47523, 8.26515], [0.91598, 2.39760, 0.22066], [1.90824, -4.47078, 0.04737], [0.86983, -1.90600, -0.20735], [-0.19010, -1.73475, 8.78775], [3.91759, 2.24092, 6.35463], [-4.88309, 1.01788, -0.03586], [-1.60070, -1.32544, -0.40407], [0.19016, -0.39041, 8.33215], [-1.77588, -3.16840, -1.34703], [0.17154, 1.62287, 8.97458], [-2.47388, 4.46005, -0.93912], [-0.70240, -2.04198, 6.22028], [0.17490, -2.89656, 10.57649], [0.94608, 1.14835, 6.61992], [0.55584, 0.71728, 4.25525], [2.06523, -1.43900, 10.08609], [0.06599, 0.61986, 9.37330], [-2.80886, 0.73465, -0.35151]], "gap_ha": [0.2084, 0.1737], "e_homo_ev": [-16.06, -16.06], "mol_weight_g_mol": 765.683, "charge": 3}

=====

No. 3
{"formula": "C8H24GaO6", "method": "wB97M-V/def2-TZVPD", "symbols": ["H", "H", "O", "O", "H", "H", "H", "H", "H", "O", "H", "H", "O", "H", "C", "H", "O", "C", "H", "H", "C", "H", "O", "C", "H", "H", "H", "H", "Ga", "C", "C", "H", "H", "H", "C", "C", "H", "H", "H"], "xyz": [[-2.36924, 1.34039, 0.70493], [-0.62428, -0.34171, -1.00024], [-5.38891, -3.54723, -0.40756], [-4.77042, -0.30646, -0.49570], [-5.51676, -0.01486, 0.03488], [6.54087, -0.22104, 0.20203], [0.03661, -2.16544, -3.30135], [-0.82812, 0.58240, 2.62830], [3.23805, -1.22746, 2.72718], [-1.29949, 3.82520, -0.58141], [3.42274, 1.62431, -0.39406], [-1.15850, 5.32891, -2.00518], [-0.99093, 5.90168, -2.76931], [0.16224, -2.76568, 1.56023], [-0.46521, -0.82334, -0.02999], [1.15842, -1.33918, -2.70498], [0.85947, -1.72666, -3.53725], [3.48294, 0.21620, 1.22428], [1.49229, -2.82254, 2.77461], [1.19670, 0.99877, -1.09700], [2.76431, -0.76493, 1.86414], [-1.65828, 3.41805, -1.37799], [6.25663, 0.15617, -0.63515], [2.91863, 0.83088, 0.15262], [4.46534, 0.48639, 1.59195], [5.42144, 0.58646, -0.42042], [-4.80441, -1.26817, -0.44739], [-0.61207, -1.90093, -0.11691], [-1.73928, 0.04137, 1.39813], [0.92187, -0.48510, 0.38675], [1.51027, -1.13264, 1.48637], [-6.14720, -3.37830, -0.97596], [0.09850, -1.72506, 2.98631], [-0.48883, 3.32975, -0.41811], [1.65331, 0.48302, -0.25596], [0.76609, -2.19092, 2.25954], [-2.80882, -1.00845, 1.97593], [-5.36650, -4.50278, -0.30380], [-1.70832, 6.54082, -2.74708]], "gap_ha": 0.2491, "e_homo_ev": -4.37, "mol_weight_g_mol": 285.997, "charge": -1}